Record 1
One molecule with the formula C7H11N at a distorted geometry. Source: OMol25; level of theory: ωB97M-V/def2-TZVPD.

Results
- Frontier orbital gap: 9.43 eV
- HOMO: -8.393 eV
- Relative energy (zero: lowest compared OMol25 entry of this formula, charge and spin): 132.5 kcal/mol
- E: -8921.984 eV
- Strongest force on any atom: 0.1051 Eh/bohr

```
! wB97M-V def2-TZVPD RIJCOSX def2/J DEFGRID3
* xyz 0 1
C -0.511 0.676 -1.747
H -0.871 1.091 -2.762
H 2.017 -1.728 0.938
H 1.778 0.633 1.676
H 0.697 2.033 -0.489
C 0.774 0.059 1.661
C -0.374 1.569 -0.576
H 0.344 0.076 2.647
H -2.223 0.191 0.080
H 0.432 -1.179 -2.677
C -1.498 -0.294 1.006
H -1.188 2.278 -0.534
C 0.676 -0.597 -0.338
H -1.627 -1.536 0.770
N 1.020 -1.318 0.892
H 1.703 0.033 -0.457
H -1.732 0.147 2.019
C 0.060 -0.578 -1.720
C -0.205 0.364 0.471
*
```

Atom charges from the Mulliken analysis, given in e for atoms 1 to 4: number 1, C, carries -0.0904; number 2, H, carries 0.2971; number 3, H, carries 0.2849; number 4, H, carries 0.2613



Record 2
A 2-piece molecular cluster, C7H11N overall at a distorted geometry. Source: OMol25; level of theory: ωB97M-V/def2-TZVPD.

Results
- Frontier orbital gap (alpha / beta): 8.09 / 8.09 eV
- HOMO (alpha / beta): -8.229 / -8.229 eV
- Relative energy (zero: lowest compared OMol25 entry of this formula, charge and spin): 190.4 kcal/mol
- E: -8919.470 eV
- Strongest force on any atom: 0.0379 Eh/bohr

```
! wB97M-V def2-TZVPD RIJCOSX def2/J DEFGRID3
* xyz 0 1
C 0.839 -0.361 -0.146
H 2.045 -2.487 0.724
H -0.721 0.462 1.589
H 1.687 -0.243 1.839
H 1.771 -0.520 -2.056
H 0.048 -0.110 -2.126
H 1.237 1.122 -1.662
C -2.781 1.300 0.053
H 2.176 1.114 0.677
H -1.396 0.535 -0.106
H -0.202 1.816 0.422
C 0.978 0.067 -1.589
H -4.814 2.325 -0.003
N 0.281 -1.665 -0.018
C -3.863 1.851 0.012
C 1.600 0.220 0.867
C -0.442 0.776 0.593
C 0.997 -2.605 0.426
H 0.560 -3.597 0.506
*
```

Atom charges from the Mulliken analysis, given in e for atoms 1 to 4: number 1, C, carries 0.9998; number 2, H, carries 0.2740; number 3, H, carries 0.4905; number 4, H, carries 0.3584



Record 3
One molecule with the formula C7H11N at a distorted geometry. Source: OMol25; level of theory: ωB97M-V/def2-TZVPD.

Results
- Frontier orbital gap: 8.84 eV
- HOMO: -7.796 eV
- Relative energy (zero: lowest compared OMol25 entry of this formula, charge and spin): 16.7 kcal/mol
- E: -8927.005 eV
- Strongest force on any atom: 0.0626 Eh/bohr

```
! wB97M-V def2-TZVPD RIJCOSX def2/J DEFGRID3
* xyz 0 1
H 2.611 -2.146 -2.204
H -2.846 -0.696 1.939
C -1.155 0.264 1.079
C 0.718 1.039 0.032
H 3.213 -0.569 -1.696
H -1.974 0.368 3.062
C -2.292 0.249 2.013
H 0.352 -1.449 -2.287
H 0.171 1.704 1.847
H 0.988 -0.038 -2.746
H -1.503 -1.376 -0.298
H 2.289 -1.557 -0.521
H 1.503 1.767 -0.088
C 2.396 -1.278 -1.574
N -0.205 1.250 1.026
C 0.252 -0.065 -0.696
H -2.964 1.047 1.693
C -0.901 -0.533 -0.014
C 0.973 -0.664 -1.826
*
```

Atom charges from the Mulliken analysis, given in e for atoms 1 to 4: number 1, H, carries 0.3352; number 2, H, carries 0.2912; number 3, C, carries 0.2403; number 4, C, carries -0.7230



Record 4
C7H11N as an isolated structure at a distorted geometry. Source: OMol25; level of theory: ωB97M-V/def2-TZVPD.

Results
- Frontier orbital gap: 10.05 eV
- HOMO: -9.025 eV
- Relative energy (zero: lowest compared OMol25 entry of this formula, charge and spin): 59.9 kcal/mol
- E: -8925.133 eV
- Strongest force on any atom: 0.0619 Eh/bohr

```
! wB97M-V def2-TZVPD RIJCOSX def2/J DEFGRID3
* xyz 0 1
H -1.514 -1.563 0.246
H -1.142 2.067 -1.448
C 0.743 -0.407 -0.628
H 2.413 -0.793 -1.900
C 1.002 -1.143 0.690
H 1.146 1.435 0.833
C -1.299 -0.543 0.650
N -1.265 1.092 -1.489
H -2.336 -0.126 1.073
H 0.923 -2.216 0.536
C 1.416 -0.439 -1.754
H -2.252 0.873 -1.389
C -0.524 0.400 -0.343
C 0.121 1.121 0.966
H -0.541 1.788 1.496
H -0.121 -0.554 2.563
C -0.089 -0.351 1.501
H 2.072 -0.897 0.943
H 1.248 0.257 -2.546
*
```

Atom charges from the Mulliken analysis, given in e for atoms 1 to 4: number 1, H, carries 0.2947; number 2, H, carries 0.2446; number 3, C, carries 0.2785; number 4, H, carries 0.3355



Record 5
One molecule with the formula C7H11N at a distorted geometry. Source: OMol25; level of theory: ωB97M-V/def2-TZVPD.

Results
- Frontier orbital gap: 7.04 eV
- HOMO: -7.097 eV
- Relative energy (zero: lowest compared OMol25 entry of this formula, charge and spin): 97.8 kcal/mol
- E: -8923.486 eV
- Strongest force on any atom: 0.0907 Eh/bohr

```
! wB97M-V def2-TZVPD RIJCOSX def2/J DEFGRID3
* xyz 0 1
C 2.725 -0.200 -0.082
C 0.455 -1.316 -0.205
C -1.636 0.723 -1.280
H 0.410 1.391 1.136
H 3.085 0.834 -0.058
H -0.817 -2.636 -0.379
N 0.192 -2.490 -0.272
H -2.937 -0.019 0.899
H 3.072 -0.663 -1.011
C -1.891 0.195 1.139
H -1.041 0.934 -2.163
C 1.237 -0.252 0.011
H 3.187 -0.736 0.755
H -1.535 -0.665 1.713
H 0.711 1.749 -0.613
C 0.415 0.985 0.119
H -1.874 1.070 1.794
C -1.046 0.407 -0.093
H -2.713 0.688 -1.410
*
```

Atom charges from the Mulliken analysis, given in e for atoms 1 to 4: number 1, C, carries -1.3931; number 2, C, carries 0.2814; number 3, C, carries -0.9222; number 4, H, carries 0.2385



Record 6
An isolated ion of composition C7H11N2 and charge +1 at a distorted geometry. Source: OMol25; level of theory: ωB97M-V/def2-TZVPD.

Results
- Frontier orbital gap: 10.71 eV
- HOMO: -14.141 eV
- Relative energy (zero: lowest compared OMol25 entry of this formula, charge and spin): 65.8 kcal/mol
- E: -10408.866 eV
- Strongest force on any atom: 0.0706 Eh/bohr

```
! wB97M-V def2-TZVPD RIJCOSX def2/J DEFGRID3
* xyz 1 1
H 0.116 -2.292 0.789
H -3.562 0.595 -1.493
H 2.737 2.053 -1.218
N -1.769 -0.135 1.040
C -2.744 0.401 -0.802
C -2.942 0.105 0.536
H -3.827 -0.100 1.083
C 1.822 1.814 -0.699
H -0.581 0.745 -1.687
H -1.475 -0.335 1.945
N -0.801 0.054 0.148
C 1.793 0.664 -0.129
H 0.704 0.102 1.549
C -1.359 0.386 -1.010
H 2.675 0.028 -0.010
H 1.453 -1.937 -0.271
H 1.580 -1.708 1.477
C 0.604 -0.083 0.529
C 0.936 -1.598 0.635
H 0.838 2.308 -0.797
*
```

Atom charges from the Mulliken analysis, given in e for atoms 1 to 4: number 1, H, carries 0.4213; number 2, H, carries 0.3901; number 3, H, carries 0.3111; number 4, N, carries -0.1327



Record 7
An isolated ion of composition C7H11N2O and charge +1 at a distorted geometry. Source: OMol25; level of theory: ωB97M-V/def2-TZVPD.

Results
- Frontier orbital gap: 8.50 eV
- HOMO: -12.277 eV
- Relative energy (zero: lowest compared OMol25 entry of this formula, charge and spin): 113.4 kcal/mol
- E: -12453.516 eV
- Strongest force on any atom: 0.0786 Eh/bohr

```
! wB97M-V def2-TZVPD RIJCOSX def2/J DEFGRID3
* xyz 1 1
H -0.619 1.449 -1.952
H 2.852 2.434 2.005
H -0.354 -2.063 -0.877
C -0.397 -1.800 0.221
C 1.758 2.194 0.350
H -2.540 -0.214 -0.717
C -2.076 0.148 -1.605
C 1.120 -0.498 1.618
N 0.242 -0.465 0.584
N -0.770 0.657 -1.227
H 2.298 0.170 3.102
H -2.106 -0.503 -2.553
H 0.090 -2.619 0.791
H 0.842 -1.429 2.218
H -1.396 -1.762 0.583
C 0.077 0.566 -0.235
C 2.121 1.818 1.595
H -2.731 1.018 -1.960
O 2.124 2.972 -0.632
H 2.893 2.618 -1.143
C 1.772 0.559 2.195
*
```

Atom charges from the Mulliken analysis, given in e for atoms 1 to 4: number 1, H, carries 0.3056; number 2, H, carries 0.4451; number 3, H, carries 0.3543; number 4, C, carries -1.1760



Record 8
A 2-piece molecular cluster, C7H11N2O2 overall at a distorted geometry. Source: OMol25; level of theory: ωB97M-V/def2-TZVPD.

Results
- Frontier orbital gap (alpha / beta): 9.39 / 5.35 eV
- HOMO (alpha / beta): -8.701 / -8.699 eV
- Relative energy (zero: lowest compared OMol25 entry of this formula, charge and spin): 20.5 kcal/mol
- E: -14509.806 eV
- Strongest force on any atom: 0.0502 Eh/bohr

```
! wB97M-V def2-TZVPD RIJCOSX def2/J DEFGRID3
* xyz 0 2
O 0.086 2.171 -2.584
H 1.591 0.614 -1.424
H 1.421 -2.710 2.725
H 0.561 -3.164 1.206
C -0.438 1.119 -2.183
N 0.884 0.094 2.442
C 1.180 -0.851 -2.962
C -1.052 -0.890 1.679
O -1.567 0.793 -1.873
N -1.339 0.414 2.030
H -2.138 0.795 1.548
C 0.261 -1.078 1.990
H 0.677 -1.864 -2.996
C -0.107 0.989 2.372
C 1.035 -2.333 1.786
H 1.846 -2.044 1.011
H 0.989 -0.398 -3.916
H 2.153 -1.240 -2.678
C 0.720 0.051 -1.774
H -1.730 -1.659 1.356
H 0.287 -0.605 -1.023
H -0.113 2.052 2.511
*
```

Atom charges from the Mulliken analysis, given in e for atoms 1 to 4: number 1, O, carries -0.3620; number 2, H, carries 0.3655; number 3, H, carries 0.3231; number 4, H, carries 0.2811



Question: Number 8 is which compound?
Answer: C7H11N2O2



Question: relative energy (zero: lowest compared OMol25 entry of this formula, charge and spin) of number 8 (C7H11N2O2)?
Answer: 20.5 kcal/mol



Question: Among the records above, which one has the lowest strongest force on any atom?
Answer: number 2